Version w
Here is 2 unconnected molecules or ions with the total composition C3H12N3O from the OMol25 dataset. Energies are from ωB97M-V/def2-TZVPD.

LUMO level in eV: -3.024
Charge: +1
HOMO in eV: -13.9
Kohn-Sham gap in eV: 10.864

Structure (XYZ):
```
19
C3H12N3O ωB97M-V/def2-TZVPD
C -2.2685 -0.9961 0.7516
C 0.1708 -1.0683 0.5915
N -0.9501 -0.3679 0.7290
N 0.1178 -2.3028 0.0841
N 1.3293 -0.5355 0.9803
H -0.8292 0.6227 0.8831
H -2.6012 -1.2445 -0.2547
H -2.9635 -0.2819 1.1749
H -0.6381 -2.5830 -0.5223
H 0.9886 -2.7707 -0.1262
H 1.3199 0.0877 1.7712
H 2.1820 -1.0376 0.7866
H -2.2904 -1.8769 1.3858
C 1.3134 2.6690 -1.3451
O 0.3172 1.7174 -0.9434
H 0.0789 1.2052 -1.7201
H 2.1188 2.1904 -1.9099
H 1.7487 3.0763 -0.4351
H 0.8556 3.4964 -1.8814
```

---

Version x
Here is 2 unconnected molecules or ions with the total composition C3H12N3O from the OMol25 dataset. Energies are from ωB97M-V/def2-TZVPD.

LUMO level in eV: -2.819
Charge: +1
HOMO in eV: -14.3
Kohn-Sham gap in eV: 11.487

Structure (XYZ):
```
19
C3H12N3O ωB97M-V/def2-TZVPD
C -1.6911 -2.2456 1.4974
O -1.6596 -0.8266 1.4715
H -2.3485 -0.4031 1.9970
H -1.6663 -2.6514 2.5032
H -2.5923 -2.6420 1.0210
H -0.8811 -2.5914 0.8799
C -0.8783 0.2211 -1.5806
C 1.1949 0.7997 -0.4317
N 0.8078 0.2766 0.7039
N 0.3344 1.0256 -1.4400
N 2.4590 1.1688 -0.6198
H -0.1306 -0.0904 0.9032
H 1.4199 0.1354 1.4881
H 0.5080 1.8240 -2.0243
H 2.7427 1.5361 -1.5079
H 3.1013 1.3245 0.1387
H -1.5958 0.4744 -0.7978
H -0.6071 -0.8242 -1.4315
H -1.3217 0.3181 -2.5642
```

---

Stability ranking, top entry: version x; the second entry is 14.0 kJ/mol less favorable.

---

Version w
Here is 2 unconnected molecules or ions with the total composition C9H12N2O2 from the OMol25 dataset. Energies are from ωB97M-V/def2-TZVPD.

Structure (SMILES): C/C=C(\O)C#N.CCOC=C=C=N
LUMO level (alpha / beta) in eV: -0.087 / -0.087
HOMO (alpha / beta) in eV: -8.7 / -8.7
Kohn-Sham gap (alpha / beta) in eV: 8.586 / 8.587

Structure (XYZ):
```
25
C9H12N2O2 ωB97M-V/def2-TZVPD
C 3.5976 -1.1396 0.3927
C 2.7408 -0.5154 -0.6832
C 1.3952 -0.5583 -0.5922
O 0.7558 -1.1270 0.4666
C 0.6772 -0.0699 -1.7913
N 0.2112 0.2496 -2.8050
H 4.3994 -0.4465 0.6031
H 2.9642 -1.2158 1.2299
H 4.0831 -2.1005 0.1757
H 3.1894 -0.1445 -1.5846
H 0.0725 -0.4551 0.6955
C -3.1409 0.4649 -1.2120
C -2.7402 0.3687 0.3124
O -1.3569 0.5067 0.5035
C -0.8007 1.6349 0.0616
C 0.4844 1.8690 0.2486
C 1.6849 2.2802 0.3351
N 2.8278 2.6350 0.4823
H -4.1102 0.1072 -1.4766
H -3.2111 1.4544 -1.3464
H -2.4694 -0.0735 -1.8073
H -3.1877 -0.5690 0.6532
H -3.2398 1.1080 0.9486
H -1.4370 2.4209 -0.2643
H 3.4770 2.2839 1.2780
```

---

Version x
Here is 2 unconnected molecules or ions with the total composition C9H12N2O2 from the OMol25 dataset. Energies are from ωB97M-V/def2-TZVPD.

Structure (SMILES): CNCCN=C=C[C@H]1OC1=O.C#C
LUMO level in eV: 0.596
HOMO in eV: -8.8
Kohn-Sham gap in eV: 9.364

Structure (XYZ):
```
25
C9H12N2O2 ωB97M-V/def2-TZVPD
C -1.4823 -1.6556 -1.1403
N -1.5082 -0.2455 -0.8232
C -2.3323 0.0076 0.3341
C -1.6555 -0.2931 1.7154
N -0.2645 -0.0896 1.5886
C 0.6677 0.0317 0.8258
C 1.8391 0.3047 0.3004
C 2.8912 -0.7549 0.3922
O 3.3368 -1.5501 -0.9366
C 4.0957 -0.6509 -0.4464
O 5.0871 0.0134 -0.5908
H -1.6197 -2.4284 -0.3530
H -2.2033 -1.9372 -1.8589
H -0.5050 -1.9744 -1.6259
H -0.5649 0.0820 -0.7992
H -3.2405 -0.4157 0.3172
H -2.5803 1.1220 0.5423
H -1.7081 -1.4033 2.0894
H -2.1484 0.3531 2.5476
H 2.0256 1.2885 -0.0183
H 3.0222 -1.5773 1.0171
C -0.4427 2.9021 -1.3459
C -0.1303 3.0022 -0.1946
H -0.3798 2.6999 -2.3792
H -0.1995 3.1689 0.8421
```

---

Stability ranking, top entry: version w; the second entry is 173.5 kJ/mol less favorable.

---

Version w
Here is a single CH5N5 molecule from the OMol25 dataset. Energies are from ωB97M-V/def2-TZVPD.

LUMO level in eV: 1.028
HOMO in eV: -9.2
Kohn-Sham gap in eV: 10.203

Structure (XYZ):
```
11
CH5N5 ωB97M-V/def2-TZVPD
C -1.9742 -0.4709 -0.0955
N -0.0815 0.8600 0.0263
N 2.1854 0.5053 0.0520
N -1.3886 0.6382 0.0445
N 1.0351 -0.0036 0.0218
N 0.7763 -1.2341 -0.0185
H -1.4898 -1.4299 -0.2216
H -3.0509 -0.4272 -0.0726
H 0.1615 1.8219 0.2420
H 2.1923 1.5195 0.0558
H 1.6344 -1.7793 -0.0343
```

---

Version x
Here is a single CH5N5 molecule from the OMol25 dataset. Energies are from ωB97M-V/def2-TZVPD.

Structure (SMILES): [H]/N=N/N/C=N\N
LUMO level in eV: 0.983
HOMO in eV: -9.0
Kohn-Sham gap in eV: 9.954

Structure (XYZ):
```
11
CH5N5 ωB97M-V/def2-TZVPD
H -2.9834 -0.4221 1.0161
N -2.0791 0.1038 0.8544
N -1.7763 -0.1365 -0.3543
N -0.6291 0.2077 -0.7960
C 0.1573 1.1060 -0.0763
N 1.3323 0.7871 0.2742
N 1.7413 -0.4871 0.1162
H -0.4717 0.0880 -1.7146
H -0.1997 2.0833 0.0906
H 2.6227 -0.5347 -0.4437
H 1.0318 -1.1627 -0.2289
```

---

Stability ranking, top entry: version x; the second entry is 126.2 kJ/mol less favorable.

---

Version w
Here is a molecular structure, C3H10N4 from the OMol25 dataset. Energies are from ωB97M-V/def2-TZVPD.

LUMO level in eV: 0.906
HOMO in eV: -7.1
Kohn-Sham gap in eV: 7.982

Structure (XYZ):
```
17
C3H10N4 ωB97M-V/def2-TZVPD
C 2.4904 0.6595 0.0768
N 1.0981 0.5745 0.4916
C 0.2402 -0.2557 -0.0384
C -1.1050 0.2611 0.3770
N 0.4644 -1.4145 -0.6787
N -2.0221 -0.8583 0.6671
N -1.6237 1.0860 -0.6919
H 0.0031 1.1209 1.0065
H -0.3542 -1.9963 -0.8025
H 1.3915 -1.7935 -0.7903
H -2.9781 -0.5215 0.6542
H -1.8531 -1.2192 1.6016
H -2.0372 0.5405 -1.4488
H -2.3073 1.7486 -0.3542
H 2.9670 1.4833 0.6069
H 3.0339 -0.2608 0.3219
H 2.5920 0.8456 -0.9986
```

---

Version x
Here is 2 unconnected molecules or ions with the total composition C3H10N4 from the OMol25 dataset. Energies are from ωB97M-V/def2-TZVPD.

LUMO level (alpha / beta) in eV: 0.236 / 0.033
HOMO (alpha / beta) in eV: -7.1 / -6.7
Kohn-Sham gap (alpha / beta) in eV: 7.378 / 6.767

Structure (XYZ):
```
17
C3H10N4 ωB97M-V/def2-TZVPD
C -2.1046 -0.3357 -0.9101
N 0.3209 -0.9868 0.4693
C 0.1117 0.3528 0.2003
N 1.5467 0.0466 -1.1465
N 1.0260 -1.2530 1.5218
N 0.8517 1.3114 0.9725
C -1.1550 0.6349 -0.2913
H 1.0074 -2.2099 1.8388
H 1.4810 -0.4664 1.9949
H 1.1812 -0.5734 -1.8646
H 2.5281 -0.1961 -0.9912
H 1.5156 1.7671 0.3595
H 0.2295 1.9987 1.3821
H -1.4511 1.6772 -0.2732
H -1.7192 -1.3540 -0.8948
H -2.2918 -0.0774 -1.9599
H -3.0779 -0.3359 -0.4075
```

---

Stability ranking, top entry: version w; the second entry is 196.1 kJ/mol less favorable.